--- w ---
A gas-phase ion, C7H17NP (charge +1). Source: OMol25; level of theory: the ωB97M-V functional and the def2-TZVPD basis.

Spin multiplicity: 1
Lowest unoccupied orbital energy (spin up / spin down) in hartree: -0.1871 / -0.1871
Total charge: +1

Atoms and positions in Å:
C -0.78497 2.54416 -0.81872
H 2.41217 -0.73732 0.25108
H 0.85889 -0.64469 0.95014
C 0.64518 -1.19276 -1.02085
N -0.36337 1.31105 -0.07945
C 1.33838 -0.39556 0.07965
H -1.63468 -2.99305 1.95640
H -0.82241 1.37590 0.80524
H -1.22386 -0.49900 -2.06807
H -1.75103 2.79635 -0.30434
H 0.85997 2.53121 1.35900
H -0.14915 -2.99595 0.95770
C -0.80485 -0.98202 -1.11265
H 1.06066 -0.98285 -2.02045
H -0.10134 3.29322 -0.59853
H 1.56495 1.17605 2.18432
P -1.89413 -1.55480 0.04783
H -0.80580 2.10918 -1.87457
H -2.90216 -2.06302 -0.64886
C 1.62555 1.79579 1.28557
H 2.58343 2.37635 1.03984
H 0.74495 -2.29582 -0.91943
H 1.43754 1.61557 -0.95763
C -1.24913 -2.92160 0.97354
C 1.10831 1.14567 -0.00688
H -1.75312 -3.81208 0.54013

--- x ---
A gas-phase ion, C7H17NP (charge +1). Source: OMol25; level of theory: the ωB97M-V functional and the def2-TZVPD basis.

Spin multiplicity: 1
Lowest unoccupied orbital energy in hartree: -0.1424
Total charge: +1

Atoms and positions in Å:
C 1.21916 -1.79358 2.08610
H 2.10203 -1.67126 2.65723
H -0.13107 -0.85018 -2.22537
H -2.11595 2.05333 -0.07997
C 0.40033 -1.70735 -0.38208
C 0.40791 -0.55836 -1.42373
H 1.64728 1.42971 2.30482
C -2.80390 1.06077 -2.24039
H 0.41614 -1.55934 2.80512
H 0.99278 -2.46401 -0.79420
H -3.73975 1.60857 -2.07286
H -2.94497 0.21028 -2.94627
H 2.08030 -0.74496 0.44488
H -2.06893 1.75178 -2.68701
P -2.11786 0.67063 -0.59569
H 0.56537 2.38818 1.49203
C -0.27631 0.68963 -0.90602
H 1.35061 -0.28712 -1.75211
H -0.38505 0.17306 1.61048
C 1.15869 -0.98590 0.82008
H 0.15336 1.77551 -0.94482
H -0.52540 -1.97932 -0.09802
H 1.07538 -2.82919 1.73731
C 1.15818 1.48890 1.36467
H 1.99254 1.84967 0.84851
N 0.38915 0.28056 0.97732

Name the most stable of them. x.

--- w ---
A molecular structure, C3H9N2. Source: OMol25; level of theory: the ωB97M-V functional and the def2-TZVPD basis.

Spin multiplicity: 1
Lowest unoccupied orbital energy in hartree: -0.3412
Total charge: +1

Atoms and positions in Å:
H -2.34522 0.47655 1.41888
H -2.09873 0.32494 -1.00682
H 0.94369 -0.89379 1.39892
H -0.07168 0.00361 -2.00686
N -1.55334 -0.05507 1.06118
C -1.69321 -0.34829 -0.20758
H 0.13276 1.33186 0.25304
H -1.70530 -1.37453 -0.54587
N 0.01747 -0.35949 -1.04836
H 2.31420 0.34705 1.28505
H 2.19213 -0.92654 0.03849
C 1.60203 -0.26999 0.68104
H 1.48468 1.12897 -1.01331
C 0.78052 0.61472 -0.30780

--- x ---
A gas-phase ion, C3H9N2 (charge +1). Source: OMol25; level of theory: the ωB97M-V functional and the def2-TZVPD basis.

Spin multiplicity: 1
Lowest unoccupied orbital energy in hartree: -0.3248
Total charge: +1

Atoms and positions in Å:
H -1.06731 -0.91434 0.39400
N 0.76346 0.27110 -0.70025
C 1.29719 -0.52385 0.41106
H 1.51667 0.85598 -1.09610
C -0.52805 0.94137 -0.66806
H 1.11568 -1.59847 0.13144
H -0.68950 1.35543 -1.65600
H -2.35256 0.15626 0.27523
N 0.52744 -0.29613 1.54014
H 1.12091 -0.50381 2.36454
C -1.52898 -0.23106 -0.34134
H -0.60076 1.69271 0.14107
H 2.38266 -0.39909 0.38246
H -1.95685 -0.80610 -1.17819

--- y ---
2 unconnected molecules or ions with the total composition C3H9N2. Source: OMol25; level of theory: the ωB97M-V functional and the def2-TZVPD basis.

Spin multiplicity: 1
Lowest unoccupied orbital energy in hartree: -0.2662
Total charge: +1

Atoms and positions in Å:
N 2.53023 0.54890 2.70831
H 0.69500 -1.65871 -1.33140
H -0.89804 -1.93244 -1.88410
H 3.34200 1.09865 2.48116
N -0.24023 -1.29879 -1.46487
C -0.67111 -0.23222 -0.82225
H -2.76697 -0.51045 -0.64754
H 2.29940 0.47941 3.68290
H -2.19301 0.45304 -2.08754
H -2.30595 1.14000 -0.42487
H 0.38095 1.61394 -0.12103
C -2.09523 0.25537 -1.03198
C 0.06345 0.58398 -0.06740
H 1.76443 0.98288 2.21979

Name the most stable of them. y.

--- w ---
A molecular structure, C3H9N2. Source: OMol25; level of theory: the ωB97M-V functional and the def2-TZVPD basis.

Spin multiplicity: 1
Lowest unoccupied orbital energy in hartree: -0.3092
Total charge: +1

Atoms and positions in Å:
C -1.36780 -1.25560 0.23670
H 1.15661 1.51376 -0.76921
H -0.47089 -1.65691 0.71437
N -0.27584 0.90104 0.70121
H -1.78189 -1.94103 -0.54036
H -0.54629 0.14084 -1.18868
H -2.15636 -1.18680 1.00825
C -1.10663 0.21352 -0.20494
H 2.28821 -0.82010 -1.03062
N 1.42707 -0.52826 -0.56196
C 1.47296 0.68776 -0.12081
H -2.00376 0.75179 -0.49842
H -0.83831 1.70868 1.01490
H 2.04814 1.04454 0.75121

--- x ---
2 unconnected molecules or ions with the total composition C3H9N2. Source: OMol25; level of theory: the ωB97M-V functional and the def2-TZVPD basis.

Spin multiplicity: 1
Lowest unoccupied orbital energy in hartree: -0.1884
Total charge: +1

Atoms and positions in Å:
C -0.13265 0.17222 -0.36270
N 0.28975 -1.21356 2.36348
H 0.83220 -1.52728 -1.07719
H 0.05811 -2.20704 2.15191
H -0.94814 0.54420 0.19116
C -0.60844 2.09181 -1.80990
H 0.00029 -1.53373 0.55489
H -1.62512 2.21786 -1.36337
H -0.42058 2.74874 -2.74324
C 0.23177 1.06883 -1.50779
H 1.14955 0.96402 -2.03831
H 1.24163 -1.35044 2.81188
N 0.17304 -1.08402 -0.39869
H -0.24141 -0.89161 3.22786

--- y ---
A molecular structure, C3H9N2. Source: OMol25; level of theory: the ωB97M-V functional and the def2-TZVPD basis.

Spin multiplicity: 1
Lowest unoccupied orbital energy in hartree: -0.1499
Total charge: +1

Atoms and positions in Å:
N -0.42071 0.79815 -0.10603
H -2.52156 -1.05728 0.54656
H -3.41345 -0.23030 -0.66165
C 1.89585 0.32939 0.20987
H 3.95583 -0.32572 0.13357
H 0.41181 -0.93868 -0.75082
H 2.57890 -1.57622 -0.48874
H -1.57986 0.23057 -0.24408
N -2.75304 -0.16837 0.14375
C 0.56256 0.00062 -0.26074
H -0.20953 1.75853 0.19008
H -3.38811 0.42345 0.55336
C 2.89772 -0.54298 -0.02307
H 1.98358 1.29885 0.75793

Name the most stable of them. y.

--- w ---
2 unconnected molecules or ions with the total composition C3H9N2. Source: OMol25; level of theory: the ωB97M-V functional and the def2-TZVPD basis.

Spin multiplicity: 1
Lowest unoccupied orbital energy in hartree: -0.1742
Total charge: +1

Atoms and positions in Å:
H 2.01810 -0.91052 -0.81073
C 1.34380 -1.59877 -1.31107
C 0.45755 0.99112 1.08253
H 0.84194 0.10561 1.58556
N 0.10324 -1.47319 -1.11662
C -1.81682 1.23445 0.62528
H 0.26142 1.77822 1.81394
H -2.72009 1.02602 0.06854
H -0.53053 -2.11141 -1.58142
N -0.74773 0.63989 0.31930
H -1.86102 1.95969 1.43456
H 1.20654 1.37956 0.38620
H 1.74182 -2.38150 -1.95162
H -0.29821 -0.63916 -0.54446

--- x ---
2 unconnected molecules or ions with the total composition C3H9N2. Source: OMol25; level of theory: the ωB97M-V functional and the def2-TZVPD basis.

Spin multiplicity: 1
Lowest unoccupied orbital energy in hartree: -0.1490
Total charge: +1

Atoms and positions in Å:
C -1.02840 -1.67715 0.34189
H -1.50271 -1.85688 -1.78009
H -1.97923 -2.12889 0.62420
H 0.07995 2.18080 0.73637
C -1.11397 -1.17806 -1.02343
H -0.80946 0.31850 -2.31957
H -0.74928 -0.90329 1.04843
N -0.77405 0.00513 -1.35299
H -0.29903 -2.48857 0.38830
H 2.27501 2.41328 1.37042
C 1.94037 1.66428 0.65649
H -0.18443 0.62414 -0.67247
H 2.68507 1.00130 0.23928
N 0.73495 1.52160 0.30806

--- y ---
A gas-phase ion, C3H9N2 (charge +1). Source: OMol25; level of theory: the ωB97M-V functional and the def2-TZVPD basis.

Spin multiplicity: 1
Lowest unoccupied orbital energy in hartree: -0.1421
SMILES: CC/[NH+]=C/N
Total charge: +1

Atoms and positions in Å:
C -2.18733 0.64961 0.73141
H -2.66784 1.59882 0.51114
H -1.75112 -0.24164 -1.16765
H 3.11415 -0.23024 -0.68869
N 2.31829 -0.65616 -0.24249
H -1.77408 0.85569 1.71756
H 2.57628 -1.27244 0.51679
H 1.34669 0.86913 -1.00030
H -2.93658 -0.13357 0.81567
C -1.19588 0.29115 -0.39636
H -0.10675 -0.86799 0.95617
H -0.95498 1.24364 -0.86181
N 0.03471 -0.29963 0.13371
C 1.18140 0.00598 -0.35726

Name the most stable of them. y.